The following is a quantum chemistry calculation of a 2-piece molecular cluster, C13H19Cl overall, from the OMol25 dataset.

Geometry as XYZ:
```
33
Properties=species:S:1:pos:R:3:forces:R:3
H -3.84595 1.89344 0.53522 -0.5 0.7 0.0
C 1.58472 -0.59598 0.30200 -0.2 -1.5 1.4
C 1.42727 -0.50742 -1.15423 -1.5 0.2 0.9
H -0.65133 2.42129 1.04286 0.3 -0.7 -1.0
H 2.13169 1.39683 0.92498 0.0 -1.1 0.3
H 0.30432 1.35509 -1.09774 0.0 0.7 0.6
H 4.06455 0.69559 -0.36037 -0.4 -0.7 1.2
C 0.35878 0.45022 -1.65114 -1.6 -1.7 -1.8
Cl 1.84647 -2.22703 0.96286 -0.3 0.1 -0.4
H 4.18509 -0.77682 0.58201 0.8 -2.0 0.0
C -4.03810 -0.08206 -0.35489 -1.9 -0.3 -0.6
H -2.15808 -3.80027 -0.31279 0.8 2.3 0.3
C -1.43180 1.82335 1.51563 -0.1 1.5 0.6
H -0.95469 1.62490 2.48219 -0.6 -0.4 0.0
H -5.09262 0.00004 -0.78069 1.5 0.2 0.9
H 0.65868 0.68679 -2.69995 -0.6 0.0 0.6
C 2.41623 0.31495 1.10229 0.9 2.4 0.7
H 4.68050 0.81569 1.32214 -1.7 -1.3 -0.9
H -0.72313 -2.89135 0.50845 -1.0 -0.3 -1.1
C -2.13388 -1.55576 -0.18320 -1.4 1.6 1.6
C -3.43865 -1.33767 -0.50375 0.3 3.4 0.4
H 2.24419 -0.02024 -1.52470 3.0 0.8 -0.9
H -0.66078 -0.05288 -1.65565 1.3 0.9 -0.1
H 1.40017 -1.48245 -1.58699 -0.4 -0.6 -0.4
C -3.40590 0.95146 0.32917 0.9 -2.0 -0.4
C -2.10523 0.68380 0.80593 0.7 0.2 -0.6
H 2.37033 0.13053 2.20972 -0.3 0.0 -1.1
H -0.99311 -2.83436 -1.24773 0.4 -0.2 -0.2
C -1.52020 -2.80666 -0.29679 2.3 -5.1 0.2
C 3.90985 0.21553 0.66417 0.8 3.8 -0.3
H -2.18922 2.63541 1.60868 0.3 -0.7 0.6
H -3.95390 -2.14094 -0.81359 -2.1 -2.6 -1.5
C -1.52859 -0.54251 0.47528 0.1 2.4 1.1
```
Positions in Å, forces in eV/Å.

Computed properties:
Electronic energy, hartree: -966.7441
Molecular weight, g/mol: 210.75
HOMO (spin up / spin down), eV: -7.735 / -8.705
Energy above the lowest of the compared OMol25 structures with the same formula, charge and spin, eV: 2.280
Multiplicity: 1
Largest force on an atom, eV Å⁻¹: 5.58
Frontier orbital gap (spin up / spin down), eV: 7.816 / 9.026

Partial atomic charges computed with the Mulliken method, in multiples of e: H 0.38; C 0.64; C -0.81; H 0.21; H 0.14; H 0.16; H 0.27; C -0.96; Cl -0.20; H 0.36; C -0.71; H 0.36; C -1.18; H 0.29; H 0.25; H 0.44; C -0.57; H 0.31; H 0.17; C 0.92; C -0.79; H 0.33; H 0.13; H 0.49; C -0.73; C 0.81; H 0.35; H 0.24; C -1.16; C -1.11; H 0.33; H 0.62; C 0.03